1.
C3N2OS | ωB97M-V/def2-TZVPD

Largest force on an atom (eV/Å): 4.10
Lowest unoccupied orbital energy (eV): -1.9609
Structure (SMILES): N#CSC(=O)C#N
DFT total energy (eV): -18971.1717
Relative energy (zero: lowest compared OMol25 entry of this formula, charge and spin) (eV): 0.000
Charge: 0

Each line ends with the natural charge from an NBO analysis.
Element x y z (Å)
C 1.9761 0.2683 0.0208  0.103
C -2.1722 0.1706 0.0339  0.005
C 0.7787 -0.4585 -0.0724  0.537
N 2.9514 0.8662 0.1066  -0.125
N -3.1956 -0.3385 0.1345  -0.266
O 0.4388 -1.5737 -0.1382  -0.368
S -0.7773 1.0656 -0.0852  0.113

Cartesian forces (eV/Å) of the 6 atoms listed first:
C 1.1291 0.0006 0.0580
C 0.3715 -0.1486 0.0123
C -3.9929 0.9240 -0.1296
N 0.0056 0.1691 -0.0049
N -0.6175 -0.4464 0.0293
O 0.8314 0.1381 0.0677



2.
C3N3O | ωB97M-V/def2-TZVPD

Largest force on an atom (eV/Å): 8.63
Lowest unoccupied orbital energy (alpha / beta) (eV): -11.5647 / -11.5627
DFT total energy (eV): -9608.0554
Relative energy (zero: lowest compared OMol25 entry of this formula, charge and spin) (eV): 9.529
Charge: +1

Each line ends with the natural charge from an NBO analysis.
Element x y z (Å)
C -0.4274 0.5263 1.6793  0.452
C 0.8766 -2.2343 -0.0854  0.616
C -0.6687 1.6697 -0.6514  0.945
N 1.2328 -3.1796 -0.5645  -0.173
N -0.1168 1.0744 0.2773  -0.380
N 0.0878 -0.2121 0.8352  -0.207
O -0.9843 2.3556 -1.4906  -0.253

Cartesian forces (eV/Å) of the 6 atoms listed first:
C -1.0695 -0.0777 3.1397
C -2.7551 7.3164 3.6639
C -0.1435 -0.2183 -0.1282
N 1.7122 -4.5443 -2.3041
N 1.5081 0.1486 -0.7965
N 1.1747 -3.0617 -2.9143



3.
C3NO3 | ωB97M-V/def2-TZVPD

Largest force on an atom (eV/Å): 3.26
Lowest unoccupied orbital energy (alpha / beta) (eV): 3.6818 / 2.6260
DFT total energy (eV): -10741.6831
Spin multiplicity: 3
Expectation value of S²: 2.013
Relative energy (zero: lowest compared OMol25 entry of this formula, charge and spin) (eV): 0.000
Charge: -1

Each line ends with the natural charge from an NBO analysis.
Element x y z (Å)
C 0.2906 -0.8600 0.7952  0.460
C 0.2404 0.4073 1.3809  0.346
C -0.2922 0.3666 -1.6458  0.636
N 0.2320 -0.7137 -1.6434  -0.769
O -0.2693 -1.9287 0.8984  -0.482
O 0.9126 1.3463 1.7106  -0.480
O -0.8480 1.4398 -1.7058  -0.710

Cartesian forces (eV/Å) of the 6 atoms listed first:
C -2.9589 -0.5719 1.2456
C 2.1718 -1.1081 -0.6157
C 0.2132 -0.8009 -0.5787
N -0.1264 0.9836 0.3701
O 1.5595 1.6767 -0.4005
O -0.9433 -0.1642 -0.2542



4.
C3O6 | ωB97M-V/def2-TZVPD

Largest force on an atom (eV/Å): 2.98
Lowest unoccupied orbital energy (eV): 7.0274
DFT total energy (eV): -15391.9275
Relative energy (zero: lowest compared OMol25 entry of this formula, charge and spin) (eV): 0.365
Charge: -2

Each line ends with the natural charge from an NBO analysis.
Element x y z (Å)
C 1.1253 -0.7257 0.1126  0.688
C -1.4526 -0.2923 0.0759  0.715
C 0.0332 0.3377 -0.0408  0.372
O 1.6415 -1.2710 -0.8984  -0.756
O -2.0118 -0.6671 -0.9488  -0.751
O 1.3737 -0.9683 1.2850  -0.731
O -1.9913 -0.1618 1.1877  -0.763
O 1.2197 2.2109 -0.3711  -0.624
O 0.0624 1.5377 -0.4021  -0.150

Cartesian forces (eV/Å) of the 6 atoms listed first:
C 1.6603 0.2244 -1.1620
C -0.3776 2.0056 0.5143
C -1.7709 -2.0485 -1.2379
O -1.0420 0.8406 0.1408
O 0.4360 -0.7143 -1.5107
O 0.0275 -0.2186 1.7970



5.
C40H101N7O13 | ωB97M-V/def2-TZVPD

Largest force on an atom (eV/Å): 2.39
Lowest unoccupied orbital energy (eV): 0.4554
Structure (SMILES): COC[C@H](C)N.COCCNCCOC.COCCNCCOC.COCCNCCOC.COCCNCCOC.COCCNCCOC.COCCNCCOC
DFT total energy (eV): -80154.8577
Relative energy (zero: lowest compared OMol25 entry of this formula, charge and spin) (eV): 2.425
Charge: 0

Each line ends with the Löwdin charge.
Element x y z (Å)
C -13.8033 10.1473 -8.9401  -0.123
O -13.5644 8.7608 -8.9773  -0.187
C -13.5527 8.2136 -7.6595  -0.226
C -13.5194 6.7095 -7.7152  -0.206
N -12.2776 6.2268 -8.2740  -0.064
C -12.0913 4.7932 -8.2622  -0.213
C -11.0872 4.3904 -9.3847  -0.204
O -11.6572 4.6438 -10.6790  -0.186
C -11.0765 5.7734 -11.3363  -0.106
H -12.8925 10.6655 -8.6030  0.093
H -14.5482 10.4151 -8.1842  0.075
H -13.9889 10.5193 -9.9433  0.081
H -14.4728 8.5748 -7.1841  0.114
H -12.7530 8.6641 -7.0645  0.126
H -14.3282 6.3674 -8.3860  0.126
H -13.7396 6.1939 -6.7801  0.124
H -12.1004 6.5277 -9.2134  0.068
H -13.0111 4.2573 -8.5452  0.115
H -11.7319 4.3889 -7.3121  0.114
H -11.0406 3.2996 -9.3625  0.115
H -10.0952 4.7922 -9.1813  0.118
H -11.5123 6.7347 -11.0464  0.076
H -11.3298 5.6627 -12.3918  0.087
H -9.9939 5.8145 -11.2200  0.087
C -23.6328 12.1365 -0.7790  -0.128
O -23.9612 13.0796 -1.7731  -0.200
C -22.9451 14.0821 -1.8955  -0.213
C -23.1169 14.6694 -3.3015  -0.201
N -21.8909 15.3409 -3.7008  -0.064
C -21.9516 16.0096 -4.9740  -0.224
C -22.0960 15.0831 -6.1995  -0.211
O -21.1587 14.0119 -6.2282  -0.198
C -19.8089 14.4255 -6.3095  -0.121
H -24.5127 11.5208 -0.5930  0.086
H -23.2699 12.6183 0.1342  0.086
H -22.8458 11.4451 -1.1128  0.086
H -21.9766 13.5648 -1.8984  0.117
H -22.9716 14.8061 -1.0809  0.126
H -23.9464 15.3729 -3.2220  0.127
H -23.3347 13.7851 -3.9052  0.121
H -21.1108 14.6951 -3.6879  0.105
H -21.0673 16.6275 -5.1385  0.104
H -22.8815 16.5832 -5.0356  0.119
H -21.9862 15.6587 -7.1244  0.120
H -23.0589 14.5805 -6.1210  0.115
H -19.1146 13.5900 -6.2621  0.078
H -19.5315 15.1868 -5.5777  0.074
H -19.7076 14.8309 -7.3254  0.092
C -18.0048 9.4463 -14.1875  -0.104
O -17.7711 9.6165 -15.5741  -0.201
C -17.6379 10.9764 -15.9998  -0.208
C -16.4821 11.1544 -16.9850  -0.187
N -15.2948 10.6682 -16.2718  -0.066
C -14.1567 10.2452 -17.0969  -0.195
C -14.2834 8.7948 -17.5613  -0.226
O -15.2557 8.5764 -18.5551  -0.191
C -14.8833 8.9738 -19.8492  -0.120
H -17.1340 9.0551 -13.6607  0.084
H -18.8397 8.7517 -14.0706  0.085
H -18.3672 10.3840 -13.7566  0.081
H -17.4216 11.6213 -15.1461  0.096
H -18.6189 11.2246 -16.4074  0.119
H -16.4394 12.2134 -17.2588  0.112
H -16.5229 10.5847 -17.9186  0.108
H -15.5732 9.9366 -15.6348  0.088
H -13.2903 10.3084 -16.4310  0.111
H -14.0046 10.9753 -17.8906  0.112
H -14.4771 8.1308 -16.7167  0.124
H -13.2920 8.4519 -17.9051  0.119
H -15.8316 9.1467 -20.3683  0.090
H -14.3775 8.2081 -20.4481  0.086
H -14.3053 9.9011 -19.8732  0.083
C -11.8779 15.8111 -14.5852  -0.117
O -12.4850 16.5492 -15.6307  -0.193
C -13.6976 17.1307 -15.1574  -0.212
C -14.5070 17.5816 -16.3969  -0.182
N -15.9403 17.5216 -16.0459  -0.064
C -16.7505 17.7426 -17.2392  -0.228
C -18.1771 17.2573 -16.9785  -0.213
O -18.1220 15.8703 -16.6813  -0.203
C -19.2017 15.1089 -17.1097  -0.126
H -12.4865 14.9297 -14.3432  0.081
H -11.7712 16.4246 -13.6871  0.088
H -10.9235 15.4173 -14.9301  0.086
H -13.4519 18.0681 -14.6497  0.123
H -14.2601 16.4579 -14.5121  0.101
H -14.2872 16.8036 -17.1368  0.119
H -14.2969 18.5944 -16.7284  0.120
H -16.1659 16.5595 -15.7982  0.082
H -16.4148 17.3121 -18.1947  0.120
H -16.7212 18.8167 -17.4608  0.119
H -18.8492 17.5150 -17.8032  0.118
H -18.6302 17.7422 -16.1063  0.124
H -20.1442 15.2049 -16.5529  0.090
H -18.9519 14.0451 -17.1035  0.075
H -19.4386 15.3385 -18.1596  0.089
C -16.3080 17.1681 -3.7487  -0.118
O -15.8792 16.8198 -2.4516  -0.177
C -14.4633 16.7719 -2.4118  -0.233
C -14.0775 16.5318 -0.9428  -0.205
N -12.6504 16.3049 -0.8084  -0.084
C -12.2288 15.8508 0.5041  -0.218
C -10.7420 16.0225 0.7773  -0.219
O -10.2980 17.2668 0.2491  -0.211
C -8.9366 17.2715 -0.1380  -0.106
H -15.7379 16.7003 -4.5544  0.070
H -16.3660 18.2534 -3.9053  0.089
H -17.3540 16.8552 -3.8402  0.081
H -14.0828 17.7713 -2.6639  0.122
H -13.9644 16.0073 -3.0084  0.125
H -14.6122 15.5913 -0.7807  0.126
H -14.3122 17.3549 -0.2606  0.123
H -12.0767 17.0810 -1.1037  0.104
H -12.5121 14.8262 0.7393  0.119
H -12.7094 16.5251 1.2314  0.112
H -10.2101 15.1617 0.3625  0.121
H -10.5784 16.1133 1.8527  0.123
H -8.6179 18.2841 -0.3697  0.085
H -8.7121 16.6266 -0.9919  0.089
H -8.3816 16.9065 0.7352  0.086
C -13.7387 15.1218 -7.3377  -0.085
O -14.7952 14.9996 -6.3811  -0.205
C -16.0804 14.8728 -6.9307  -0.227
C -16.2963 13.6631 -7.8608  -0.203
N -15.8476 13.9363 -9.2340  -0.059
C -16.3008 12.8557 -10.1375  -0.202
C -15.7663 13.1810 -11.5228  -0.244
O -16.4984 14.2789 -11.9951  -0.181
C -16.4453 14.4494 -13.3969  -0.097
H -13.9474 15.9711 -7.9940  0.084
H -13.6471 14.1946 -7.9001  0.074
H -12.8709 15.3118 -6.7094  0.087
H -16.3416 15.7594 -7.5241  0.125
H -16.7709 14.7406 -6.0980  0.107
H -17.3698 13.4282 -7.8681  0.097
H -15.7784 12.7638 -7.5210  0.118
H -16.3126 14.7621 -9.6030  0.107
H -17.3803 12.6668 -10.0972  0.122
H -15.8940 11.9132 -9.7589  0.092
H -15.8701 12.2867 -12.1599  0.118
H -14.6781 13.3130 -11.5035  0.126
H -16.8755 15.4213 -13.6420  0.085
H -17.1480 13.7041 -13.7909  0.082
H -15.4781 14.3651 -13.8982  0.083
C -8.9779 21.2026 -7.6657  -0.077
C -9.6592 20.9480 -6.3470  -0.440
C -10.4752 19.6589 -6.4257  -0.216
O -11.5243 19.7783 -7.3550  -0.169
C -12.2258 18.5915 -7.5022  -0.150
N -8.6920 20.9645 -5.2374  0.033
H -9.6147 21.5440 -8.4904  0.080
H -8.4951 20.3181 -8.0891  0.083
H -8.2904 22.0557 -7.6613  0.075
H -10.3397 21.7905 -6.1717  0.137
H -10.9080 19.4483 -5.4397  0.126
H -9.7968 18.8558 -6.7405  0.130
H -13.1742 18.6777 -8.0295  0.086
H -12.3596 18.0628 -6.5471  0.081
H -11.7142 17.8008 -8.0811  0.087
H -9.1478 21.4259 -4.4576  0.068
H -7.9090 21.5708 -5.4470  0.060

Cartesian forces (eV/Å) of the 6 atoms listed first:
C 1.2719 0.2086 0.4677
O -0.1103 -0.3941 0.0527
C -0.6822 0.6853 0.2303
C -0.2988 -0.5127 -1.4200
N 1.1214 -0.3316 0.9390
C 0.3757 -0.3412 -1.3473



6.
C40H102N6O14 | ωB97M-V/def2-TZVPD

Largest force on an atom (eV/Å): 3.10
Lowest unoccupied orbital energy (eV): 0.6964
Structure (SMILES): COCCNCCOC.COCCNCCOC.COCCNCCOC.COCCNCCOC.COCCNCCOC.COCCNCCOC.CCO.CCO
DFT total energy (eV): -80727.7674
Relative energy (zero: lowest compared OMol25 entry of this formula, charge and spin) (eV): 3.176
Charge: 0

Each line ends with the Löwdin charge.
Element x y z (Å)
C 16.0969 9.6105 15.7237  -0.057
C 17.4580 8.9337 15.7420  -0.311
O 17.3901 7.5511 15.7071  -0.076
H 15.4531 9.4979 14.8514  0.062
H 16.1384 10.6882 15.8817  0.047
H 15.5749 9.2481 16.6093  0.063
H 17.9358 9.0823 16.7104  0.103
H 18.0964 9.2711 14.9254  0.090
H 18.1538 7.3139 15.1759  0.012
C 14.8578 12.9417 14.7037  -0.092
C 14.3142 13.4575 13.4318  -0.337
O 14.5076 14.8680 13.2884  -0.062
H 14.3488 13.5181 15.4761  0.085
H 15.9018 13.2364 14.8100  0.062
H 14.6880 11.8650 14.6974  0.069
H 13.3178 13.0739 13.2123  0.102
H 14.8248 12.9925 12.5884  0.099
H 14.3227 15.1451 12.3880  0.081
C 20.8627 14.7620 14.6690  -0.160
O 20.2156 13.5301 14.7215  -0.197
C 19.0839 13.5137 13.7978  -0.163
C 18.7443 12.0608 13.4868  -0.217
N 19.5025 11.4045 12.4562  -0.049
C 19.2889 9.9610 12.4277  -0.161
C 20.1445 9.4120 11.2398  -0.197
O 19.7262 8.1004 11.1108  -0.199
C 20.0779 7.5226 9.9490  -0.160
H 21.1853 15.1077 13.6869  0.087
H 21.8133 14.7135 15.2002  0.079
H 20.2721 15.5523 15.1324  0.088
H 19.2226 14.1043 12.8922  0.123
H 18.2811 14.0159 14.3377  0.111
H 17.6845 11.9043 13.2856  0.108
H 18.8790 11.4960 14.4093  0.110
H 20.4529 11.5759 12.7519  0.062
H 18.2425 9.6973 12.2735  0.108
H 19.6224 9.5246 13.3692  0.091
H 21.2178 9.4444 11.4271  0.126
H 19.9546 10.0017 10.3430  0.122
H 21.0960 7.7659 9.6450  0.088
H 19.4769 7.8833 9.1144  0.090
H 20.0624 6.4331 9.9767  0.091
C 22.7709 13.2623 26.7579  -0.114
O 23.2916 13.3926 25.4249  -0.211
C 22.6051 12.6136 24.4402  -0.194
C 23.0704 13.0679 23.0053  -0.207
N 22.0301 12.6671 22.0978  -0.079
C 22.3613 13.0777 20.7642  -0.209
C 21.2228 12.7229 19.7387  -0.190
O 21.0705 11.3600 19.3313  -0.200
C 20.1009 11.1451 18.3340  -0.115
H 23.0032 12.2988 27.2114  0.078
H 21.6957 13.3538 26.9118  0.079
H 23.2412 14.0526 27.3431  0.084
H 21.5596 12.8825 24.5909  0.110
H 22.6840 11.5638 24.7228  0.117
H 24.0430 12.6278 22.7852  0.113
H 23.3221 14.1283 22.9914  0.120
H 22.1037 11.6598 22.0898  0.119
H 23.2028 12.4904 20.3969  0.115
H 22.5654 14.1477 20.7257  0.123
H 21.4233 13.1243 18.7453  0.110
H 20.3242 13.1636 20.1702  0.117
H 20.5100 11.4818 17.3814  0.073
H 19.1536 11.6605 18.4920  0.076
H 19.8969 10.0920 18.1407  0.075
C 9.6811 7.3436 15.9295  -0.133
O 10.9563 7.5868 15.4614  -0.224
C 11.4424 6.7777 14.4234  -0.190
C 12.8950 7.1769 13.8900  -0.175
N 13.4949 5.9919 13.2323  -0.052
C 14.9163 6.3183 12.9336  -0.193
C 15.1352 7.2519 11.7392  -0.228
O 15.3931 8.5334 12.2074  -0.211
C 15.6092 9.5105 11.2483  -0.107
H 9.5865 7.9775 16.8112  0.082
H 9.5398 6.3443 16.3412  0.088
H 8.9058 7.6202 15.2150  0.090
H 10.6924 6.7884 13.6326  0.117
H 11.5046 5.7559 14.7977  0.110
H 13.5036 7.6375 14.6682  0.097
H 12.8285 8.0529 13.2448  0.101
H 13.5483 5.2627 13.9291  0.093
H 15.3615 5.3593 12.6686  0.110
H 15.4274 6.6353 13.8426  0.108
H 14.2893 7.1635 11.0574  0.128
H 16.0136 6.8667 11.2215  0.111
H 15.9710 10.4302 11.7080  0.077
H 14.6489 9.6890 10.7645  0.089
H 16.4230 9.1591 10.6139  0.088
C 12.4554 10.5869 17.1589  -0.040
O 11.6998 11.7948 16.7707  -0.224
C 10.2684 11.7268 16.9898  -0.210
C 9.5601 13.0084 16.4143  -0.165
N 9.8797 13.1583 14.9577  -0.036
C 9.0662 12.2251 14.1425  -0.200
C 9.3481 12.3224 12.6204  -0.214
O 10.6474 12.0834 12.1243  -0.200
C 11.2140 10.7830 12.3317  -0.099
H 11.8352 9.7586 16.8161  0.066
H 12.4831 10.5068 18.2456  0.078
H 13.3853 10.5825 16.5903  0.073
H 9.9983 11.4577 18.0110  0.114
H 9.9188 10.8296 16.4791  0.088
H 9.9654 13.8127 17.0284  0.107
H 8.4860 12.9493 16.5901  0.109
H 10.8233 12.7985 14.9372  0.076
H 8.0143 12.4979 14.2280  0.116
H 9.1884 11.1821 14.4347  0.097
H 9.0427 13.2669 12.1700  0.122
H 8.7664 11.5599 12.1023  0.110
H 11.3871 10.5135 13.3736  0.077
H 12.1408 10.6226 11.7809  0.076
H 10.5582 10.0216 11.9093  0.083
C 18.9391 5.8856 13.3139  -0.029
O 19.5321 6.7962 14.3186  -0.235
C 20.3868 6.1393 15.2184  -0.229
C 21.0663 7.1908 16.0026  -0.206
N 21.8066 8.0627 15.0937  -0.037
C 22.3702 9.2017 15.8158  -0.196
C 23.1369 10.3158 14.9915  -0.143
O 22.2418 10.8884 13.9739  -0.210
C 22.7473 12.1626 13.5153  -0.103
H 18.2738 5.1841 13.8173  0.089
H 19.6899 5.2911 12.7934  0.089
H 18.3298 6.4139 12.5805  0.077
H 21.0704 5.5082 14.6507  0.128
H 19.7946 5.4936 15.8668  0.132
H 21.7998 6.7954 16.7053  0.130
H 20.3594 7.7903 16.5762  0.114
H 21.1185 8.4806 14.4837  0.078
H 23.0117 8.9406 16.6576  0.118
H 21.5707 9.6936 16.3698  0.084
H 23.9448 9.7487 14.5293  0.116
H 23.4745 11.0774 15.6944  0.116
H 22.0959 12.7029 12.8284  0.084
H 23.7956 12.1528 13.2167  0.089
H 22.8021 12.8302 14.3752  0.062
C 13.6307 6.4938 18.0255  -0.078
O 14.0702 7.6179 18.7858  -0.222
C 13.8963 7.3942 20.1618  -0.220
C 14.2928 8.7333 20.8933  -0.177
N 15.7536 9.0208 21.0017  -0.050
C 16.3191 9.6204 19.7415  -0.161
C 15.7067 10.9387 19.2142  -0.264
O 16.6431 11.5413 18.4405  -0.223
C 16.3191 12.8261 17.8888  -0.056
H 12.6032 6.2783 18.3187  0.084
H 14.3256 5.6753 18.2135  0.093
H 13.5626 6.7638 16.9716  0.073
H 14.3718 6.4703 20.4913  0.121
H 12.8298 7.3062 20.3691  0.109
H 14.0854 8.5999 21.9551  0.109
H 13.6593 9.4952 20.4391  0.099
H 15.9588 9.5577 21.8322  0.090
H 16.1688 8.8750 18.9606  0.093
H 17.4074 9.6140 19.8025  0.112
H 15.4876 11.5799 20.0679  0.123
H 14.7601 10.7416 18.7110  0.090
H 17.0414 13.1491 17.1391  0.082
H 16.4141 13.5494 18.6986  0.091
H 15.3198 12.6970 17.4728  0.074

Cartesian forces (eV/Å) of the 6 atoms listed first:
C -0.2677 0.2363 0.7311
C -0.0626 0.8841 0.3740
O -1.1044 -1.3748 -0.4886
H 0.3322 -0.5949 -0.2671
H 0.5679 0.0605 0.0539
H -0.3703 -0.2053 -0.0218